Formula: C2H6N2O
Source: the OMol25 dataset
Level of theory: ωB97M-V/def2-TZVPD

Results
E_tot = -7194.8822 eV
Relative energy (zero: lowest compared OMol25 entry of this formula, charge and spin) = 113.12 kcal/mol
Strongest force on any atom = 0.125 Eh/bohr
LUMO energy = 0.022 Eh
SMILES string = [H]/N=C(/C)NO

Last columns: bonded neighbours and bond lengths (Å).
Atoms and positions in Å:
1 C 1.284 -0.658 0.042  C2 1.473, H3 1.027, H4 1.162, H5 1.010
2 C 0.187 0.311 -0.125  C1 1.473, N9 1.289, N10 1.411
3 H 1.171 -1.081 -0.887  C1 1.027
4 H 0.929 -1.173 1.021  C1 1.162
5 H 2.234 -0.344 -0.102  C1 1.010
6 H -0.214 2.251 -0.380  N9 1.049
7 H -0.848 -1.134 0.121  N10 1.141
8 H -1.925 0.471 0.877  O11 0.993
9 N 0.499 1.559 -0.043  C2 1.289, H6 1.049
10 N -1.024 -0.252 -0.580  C2 1.411, H7 1.141, O11 1.451
11 O -2.292 0.048 0.057  H8 0.993, N10 1.451